No. 1
{
  "formula": "C15H13Cl2N3S",
  "method": "wB97M-V/def2-TZVPD",
  "max_force_ha_per_bohr": 0.078,
  "charge": 0,
  "smiles": "CC(C)c1nnc2ccc(Sc3ccc(Cl)cc3Cl)cn12",
  "gap_ev": 8.26,
  "energy_ev": -56114.5052,
  "elements": ["Cl", "Cl", "S", "N", "N", "N", "C", "C", "C", "C", "C", "C", "C", "C", "C", "C", "C", "C", "C", "C", "C", "H", "H", "H", "H", "H", "H", "H", "H", "H", "H", "H", "H", "H"],
  "coordinates": [[3.66, 2.02, -2.32], [-0.78, 0.16, -5.07], [3.60, -0.54, -0.35], [-0.94, 0.24, 3.88], [0.01, -0.76, 4.18], [0.55, 0.12, 2.28], [1.23, 0.16, 1.08], [0.47, -1.19, -3.07], [2.99, -1.16, 2.19], [0.87, -0.75, 3.21], [-0.45, 3.30, 2.17], [-2.70, 2.18, 2.42], [2.38, -0.49, -1.74], [0.47, 0.00, -3.80], [1.48, 1.03, -3.59], [-1.20, 1.96, 1.97], [2.11, -1.49, 3.19], [2.46, 0.68, -2.65], [-0.55, 0.80, 2.71], [1.37, -1.40, -2.00], [2.50, -0.43, 1.05], [-3.14, 1.38, 2.97], [1.29, -2.29, -1.35], [-3.20, 2.24, 1.42], [2.34, -2.21, 3.92], [0.81, 0.57, 0.13], [-0.25, -1.97, -3.24], [-2.86, 3.07, 3.04], [-0.98, 4.07, 1.57], [0.52, 3.25, 1.74], [3.88, -1.75, 2.16], [1.60, 1.89, -4.23], [-0.27, 3.55, 3.19], [-1.26, 1.75, 0.93]]
}

No. 2
{
  "formula": "C15H13ClI2LuO6RhS",
  "method": "wB97M-V/def2-TZVPD",
  "max_force_ha_per_bohr": 0.123,
  "charge": 4,
  "relative_energy_ev": 1.454,
  "gap_ev": [8.13, 4.94],
  "spin_multiplicity": 5,
  "energy_ev": -104193.6295,
  "elements": ["Lu", "I", "I", "Rh", "Cl", "S", "O", "O", "O", "O", "O", "O", "C", "C", "C", "C", "C", "C", "C", "C", "C", "C", "C", "C", "C", "C", "C", "H", "H", "H", "H", "H", "H", "H", "H", "H", "H", "H", "H", "H"],
  "coordinates": [[-1.05, 0.40, 0.32], [-1.02, -2.45, -0.89], [-3.64, 1.27, -0.40], [1.12, -0.54, -1.29], [1.18, -4.74, 6.42], [-0.69, 0.29, -2.80], [1.12, 3.37, -0.24], [-1.95, -1.20, 1.67], [3.28, 1.56, -1.22], [-0.73, 0.40, 2.58], [2.48, -1.98, 0.97], [2.14, 1.34, 2.70], [-0.20, -3.03, 3.10], [0.89, 2.37, -3.82], [0.38, -3.94, 3.97], [-1.17, -0.82, 2.61], [-1.57, 2.74, -3.56], [0.50, 2.43, -0.09], [-0.67, -1.81, 3.59], [-0.49, 1.73, -3.92], [-0.65, -1.51, 4.95], [0.44, -3.63, 5.34], [1.98, -1.45, 0.07], [1.52, 0.95, 1.82], [2.46, 0.74, -1.30], [-0.12, -2.44, 5.85], [-0.72, 1.18, -5.34], [-0.12, -2.25, 6.92], [-0.61, 1.97, -6.08], [0.80, -4.87, 3.61], [-1.73, 0.76, -5.43], [-1.46, 3.10, -2.54], [-2.56, 2.27, -3.65], [0.00, 0.38, -5.56], [1.09, 2.74, -2.82], [-1.51, 3.58, -4.26], [0.93, 3.21, -4.52], [-0.28, -3.23, 2.04], [-1.06, -0.56, 5.29], [1.67, 1.65, -4.10]]
}

No. 3
{
  "formula": "C15H13ClN4O6V",
  "method": "wB97M-V/def2-TZVPD",
  "max_force_ha_per_bohr": 0.009,
  "charge": 0,
  "relative_energy_ev": 0.000,
  "gap_ev": [7.81, 8.02],
  "spin_multiplicity": 4,
  "energy_ev": -72219.8603,
  "elements": ["V", "Cl", "O", "O", "O", "O", "O", "O", "N", "N", "N", "N", "C", "C", "C", "C", "C", "C", "C", "C", "C", "C", "C", "C", "C", "C", "C", "H", "H", "H", "H", "H", "H", "H", "H", "H", "H", "H", "H", "H"],
  "coordinates": [[0.76, 0.70, 0.41], [-0.61, -4.36, -2.30], [-1.70, 2.24, -0.55], [2.43, 0.73, -0.72], [2.11, -4.29, -3.67], [3.63, -2.71, -3.33], [3.82, -0.51, -1.96], [1.86, 1.21, 3.17], [0.57, -1.08, -0.79], [-0.75, 2.06, 0.24], [-0.30, -2.08, -1.01], [0.77, 1.51, 2.34], [1.51, -2.54, -2.22], [2.75, -0.30, -1.42], [-1.58, -2.07, -0.39], [0.85, 2.72, 1.83], [-2.89, -2.07, 1.61], [1.65, -1.33, -1.52], [0.24, -2.98, -1.86], [-3.95, -1.87, -0.54], [2.44, -3.25, -3.15], [-0.14, 3.09, 0.83], [-1.65, -2.14, 0.99], [-2.72, -1.92, -1.16], [-0.56, 4.48, 0.51], [1.91, 3.68, 2.27], [-4.04, -1.94, 0.85], [3.76, -1.87, -2.82], [2.87, 3.17, 2.33], [-4.85, -1.75, -1.13], [1.53, 0.48, 3.71], [-0.65, 4.59, -0.57], [-2.96, -2.13, 2.69], [1.67, 4.05, 3.26], [-1.55, 4.68, 0.93], [1.99, 4.52, 1.58], [-0.74, -2.26, 1.57], [0.14, 5.23, 0.90], [-2.63, -1.85, -2.24], [-5.00, -1.88, 1.33]]
}

No. 4
{
  "formula": "C15H13N4O9RuS3",
  "method": "wB97M-V/def2-TZVPD",
  "max_force_ha_per_bohr": 0.009,
  "charge": -2,
  "relative_energy_ev": 0.927,
  "gap_ev": [6.54, 6.47],
  "spin_multiplicity": 2,
  "energy_ev": -75246.5923,
  "elements": ["Ru", "S", "S", "S", "O", "O", "O", "O", "O", "O", "O", "O", "O", "N", "N", "N", "N", "C", "C", "C", "C", "C", "C", "C", "C", "C", "C", "C", "C", "C", "C", "C", "H", "H", "H", "H", "H", "H", "H", "H", "H", "H", "H", "H", "H"],
  "coordinates": [[-0.04, -0.26, 0.15], [-0.48, -0.07, 2.44], [1.85, -0.98, 1.20], [-3.49, -0.44, -0.93], [-2.25, -0.24, -1.70], [1.17, -0.95, -5.77], [-0.59, -2.23, -0.19], [0.97, 1.48, -0.34], [-0.87, -3.76, -1.81], [-3.30, -0.13, 0.49], [-1.59, 2.78, 0.54], [-4.66, 0.21, -1.52], [1.88, 2.64, -2.04], [0.48, -0.54, -1.79], [0.48, -0.39, 6.17], [-3.87, 2.92, 0.59], [4.09, -1.83, 4.17], [-3.82, -2.18, -0.99], [0.13, -1.68, -2.36], [-2.66, 2.52, 1.06], [3.02, -1.41, 4.07], [-3.95, 3.45, -0.75], [1.70, -0.89, 3.96], [1.03, 0.46, -2.46], [-0.50, -2.67, -1.40], [0.93, -0.84, -4.43], [1.11, -0.68, 2.72], [1.01, -0.61, 5.17], [1.33, 1.66, -1.56], [0.35, -1.88, -3.71], [-5.08, 2.31, 1.11], [1.28, 0.35, -3.81], [0.84, -1.81, -6.07], [-4.34, 2.69, -1.44], [-5.46, 1.57, 0.41], [-3.00, -2.71, -0.51], [-3.92, -2.49, -2.03], [-4.85, 1.80, 2.05], [-5.84, 3.07, 1.30], [0.05, -2.82, -4.16], [-4.61, 4.33, -0.77], [1.73, 1.17, -4.35], [-2.95, 3.74, -1.07], [-4.75, -2.36, -0.45], [-2.73, 1.96, 2.01]]
}

No. 5
{
  "formula": "C15H13NO8S2W",
  "method": "wB97M-V/def2-TZVPD",
  "max_force_ha_per_bohr": 0.048,
  "charge": -1,
  "gap_ev": [5.42, 4.91],
  "spin_multiplicity": 2,
  "energy_ev": -57133.9699,
  "elements": ["W", "S", "S", "O", "O", "O", "O", "O", "O", "O", "O", "N", "C", "C", "C", "C", "C", "C", "C", "C", "C", "C", "C", "C", "C", "C", "C", "H", "H", "H", "H", "H", "H", "H", "H", "H", "H", "H", "H", "H"],
  "coordinates": [[-0.22, 0.43, -0.52], [-0.68, 2.81, 0.03], [2.94, 0.63, -0.02], [0.94, -0.13, 1.07], [-0.08, -1.61, -0.71], [0.13, 0.41, -2.98], [0.31, -3.51, 0.41], [-1.81, 0.85, -2.07], [-1.81, 0.15, 0.58], [1.92, 1.07, -1.03], [1.41, -1.83, 2.45], [-2.67, 1.16, 0.79], [-1.07, 0.71, -3.07], [-4.50, 3.18, 1.31], [0.92, -1.40, 1.42], [2.92, -3.00, -1.80], [2.71, -1.65, -1.53], [-3.20, 3.47, 0.88], [-2.29, 2.48, 0.59], [3.85, -1.91, 0.59], [3.19, -1.12, -0.34], [0.30, -2.29, 0.32], [4.04, -3.25, 0.32], [4.51, 1.12, -0.89], [-4.86, 1.83, 1.46], [3.58, -3.79, -0.87], [-3.94, 0.85, 1.21], [2.16, -1.02, -2.21], [2.55, -3.42, -2.72], [4.54, 2.20, -0.93], [-5.85, 1.54, 1.77], [5.35, 0.74, -0.33], [4.50, 0.72, -1.90], [-5.21, 3.96, 1.53], [3.72, -4.84, -1.07], [-1.52, 0.88, -4.07], [4.53, -3.88, 1.05], [-2.88, 4.50, 0.75], [4.18, -1.47, 1.53], [-4.13, -0.21, 1.31]]
}

No. 6
{
  "formula": "C15H14BN8S2Ta",
  "method": "wB97M-V/def2-TZVPD",
  "max_force_ha_per_bohr": 0.012,
  "charge": 2,
  "relative_energy_ev": 0.000,
  "gap_ev": 6.60,
  "energy_ev": -51586.8879,
  "elements": ["Ta", "S", "S", "N", "N", "N", "N", "N", "N", "N", "N", "C", "C", "C", "C", "C", "C", "C", "C", "C", "C", "C", "C", "C", "C", "C", "B", "H", "H", "H", "H", "H", "H", "H", "H", "H", "H", "H", "H", "H", "H"],
  "coordinates": [[-0.06, 0.19, 0.57], [-1.92, 1.35, 1.52], [-0.46, -1.24, 2.44], [1.70, 0.99, 1.22], [2.45, 1.88, 0.47], [-1.02, -4.78, -3.07], [0.62, 2.45, -1.39], [-3.86, 2.00, 4.58], [-0.36, 1.57, -0.94], [-0.43, -1.49, -0.66], [-1.82, -1.46, 5.88], [-1.52, -0.39, 3.55], [-1.47, 1.77, -1.74], [3.59, 2.08, 1.10], [-3.12, 1.41, 3.93], [-1.68, -2.04, -0.82], [-0.82, -3.73, -2.29], [3.64, 1.34, 2.29], [0.61, -2.10, -1.31], [-2.17, 0.69, 3.12], [0.13, 3.11, -2.41], [-1.70, -0.97, 4.85], [0.47, -3.18, -2.11], [2.46, 0.68, 2.34], [-1.20, 2.72, -2.66], [-1.91, -3.11, -1.61], [2.12, 2.67, -0.89], [1.34, -3.61, -2.59], [4.43, 1.32, 3.01], [-2.91, -3.51, -1.69], [2.06, 0.00, 3.08], [1.60, -1.67, -1.15], [-2.37, 1.21, -1.55], [-1.94, -5.18, -3.19], [-2.49, -1.58, -0.27], [4.31, 2.77, 0.68], [-0.26, -5.24, -3.55], [2.23, 3.84, -0.65], [-1.86, 3.11, -3.42], [0.75, 3.84, -2.91], [2.86, 2.27, -1.74]]
}

No. 7
{
  "formula": "C15H14BrN3O3",
  "method": "wB97M-V/def2-TZVPD",
  "max_force_ha_per_bohr": 0.029,
  "charge": 0,
  "smiles": "C/C(=N\\NC(=O)CNC(=O)c1ccc(Br)cc1)c1ccco1",
  "relative_energy_ev": 2.213,
  "gap_ev": 8.54,
  "energy_ev": -96436.8605,
  "elements": ["Br", "O", "O", "O", "N", "N", "N", "C", "C", "C", "C", "C", "C", "C", "C", "C", "C", "C", "C", "C", "C", "C", "H", "H", "H", "H", "H", "H", "H", "H", "H", "H", "H", "H", "H", "H"],
  "coordinates": [[0.27, 5.20, 1.61], [-1.34, -1.43, 1.65], [-1.91, -3.67, -2.83], [2.38, -0.20, 0.84], [-1.92, -1.00, -0.47], [0.41, -1.11, -1.96], [-0.30, -2.16, -2.53], [-1.50, -0.63, 0.75], [2.52, 1.90, 0.13], [-2.10, -2.39, -0.82], [-1.42, -2.81, -2.13], [0.02, 2.44, 2.26], [2.86, 1.01, 1.10], [-0.40, 1.14, 2.04], [-0.35, 3.42, 1.36], [-1.56, 1.83, 0.06], [-1.18, 0.82, 0.93], [1.04, -1.29, -0.85], [1.15, -2.56, -0.07], [1.70, -0.12, -0.32], [1.76, 1.17, -0.80], [-1.15, 3.13, 0.27], [2.18, -2.67, 0.27], [-1.71, -2.99, 0.01], [-2.20, 1.63, -0.79], [-1.98, -0.33, -1.22], [1.31, 1.53, -1.71], [0.63, 2.68, 3.12], [0.87, -3.41, -0.68], [-0.13, 0.35, 2.73], [2.78, 2.94, 0.08], [3.44, 1.13, 2.00], [-1.44, 3.91, -0.41], [0.52, -2.51, 0.81], [-3.16, -2.63, -0.94], [-0.05, -2.32, -3.50]]
}

No. 8
{
  "formula": "C15H14ClF3NO7S2",
  "method": "wB97M-V/def2-TZVPD",
  "max_force_ha_per_bohr": 0.064,
  "charge": -1,
  "gap_ev": 7.62,
  "energy_ev": -73950.9191,
  "elements": ["Cl", "S", "S", "F", "F", "F", "O", "O", "O", "O", "O", "O", "O", "N", "C", "C", "C", "C", "C", "C", "C", "C", "C", "C", "C", "C", "C", "C", "C", "H", "H", "H", "H", "H", "H", "H", "H", "H", "H", "H", "H", "H", "H"],
  "coordinates": [[2.48, 1.41, 1.59], [-2.81, -1.85, 0.37], [-0.14, 0.63, 0.22], [-2.39, 1.63, 1.07], [-0.63, 2.77, 1.69], [-1.38, 2.87, -0.39], [-1.69, -0.15, 3.56], [-3.45, -1.08, -0.68], [3.01, -0.26, -1.36], [-2.16, -3.09, 0.00], [1.59, -1.32, 0.03], [2.65, 2.16, -1.79], [1.26, 3.42, -0.56], [-1.93, -0.94, 1.37], [-1.18, 2.08, 0.68], [3.55, -1.58, -1.64], [1.77, 2.35, -0.80], [-2.30, -0.75, 2.68], [-5.63, -2.28, 3.88], [-3.98, -2.13, 1.68], [-4.46, -1.52, 3.94], [4.11, 3.17, -3.36], [1.53, 1.10, 0.12], [-5.13, -2.91, 1.58], [4.53, -1.35, -2.76], [-5.96, -3.00, 2.71], [-3.62, -1.46, 2.83], [3.05, 3.45, -2.32], [2.06, -0.30, -0.44], [-4.15, -0.98, 4.83], [4.48, 4.11, -3.77], [5.08, -2.26, -3.01], [3.45, 4.02, -1.48], [3.99, -1.00, -3.66], [-5.36, -3.43, 0.64], [-6.86, -3.61, 2.69], [4.04, -1.93, -0.72], [4.96, 2.65, -2.91], [2.76, -2.28, -1.91], [-6.28, -2.34, 4.76], [3.71, 2.56, -4.17], [2.18, 3.98, -2.74], [5.25, -0.57, -2.46]]
}

charge of number 4 (C15H13N4O9RuS3)? -2